(A)
Computed, not measured: a molecular structure, C27H79O13S12Tl, with ωB97M-V/def2-TZVPD.

HOMO-LUMO gap (eV): 2.1
Highest occupied orbital energy (eV): -12.610
Charge: +2
Molecular weight (g mol⁻¹): 1201.1

Last column: Mulliken charge in e.
Geometry (Å):
1 Tl 10.21067 11.65822 -1.79086  1.246
2 C 11.34188 6.27207 -1.93304  0.044
3 C 10.26478 7.34613 -1.72159  2.278
4 C 9.65669 7.22133 -0.28921  0.353
5 O 10.54067 8.68227 -1.93690  -0.158
6 H 10.88735 5.29449 -2.09376  -0.173
7 H 12.09697 6.21225 -1.14923  -0.394
8 H 11.84698 6.29950 -2.89856  0.055
9 H 9.52562 6.91045 -2.39386  -1.002
10 H 8.83378 7.88223 -0.01696  -0.593
11 H 10.38107 7.47984 0.48315  0.043
12 H 9.36420 6.18224 -0.13807  -0.207
13 C 9.97411 8.79436 -5.48779  -0.623
14 S 8.78201 10.20851 -5.48456  0.555
15 O 9.09712 11.10775 -4.30041  -0.591
16 C 9.51468 11.16218 -6.87555  -1.069
17 H 10.84639 9.30122 -5.07510  0.248
18 H 10.19602 8.33679 -6.45188  0.512
19 H 9.78674 7.96803 -4.80209  -0.174
20 H 10.48401 11.63804 -6.72702  0.315
21 H 8.77915 11.93925 -7.08355  0.386
22 H 9.60675 10.49509 -7.73265  0.403
23 C 8.30864 5.05562 -4.56813  0.992
24 S 7.09978 4.60787 -5.95774  0.499
25 O 7.83477 3.64798 -6.89259  -0.578
26 C 6.94273 6.17586 -6.88451  -0.537
27 H 7.99350 5.97016 -4.06574  -0.336
28 H 9.29571 5.32431 -4.94442  -0.210
29 H 8.36701 4.22076 -3.86978  -0.429
30 H 6.10990 6.08546 -7.58186  0.420
31 H 7.91748 6.42461 -7.30415  0.152
32 H 6.66702 6.96486 -6.18482  0.053
33 C 14.36517 8.42170 -3.19513  -0.461
34 S 14.38492 10.26095 -3.06356  0.304
35 O 13.13899 10.76364 -2.24634  -0.386
36 C 15.90231 10.37592 -2.05924  -1.059
37 H 15.38853 8.05174 -3.25805  0.555
38 H 13.86691 8.16185 -4.12911  0.018
39 H 13.94392 8.00211 -2.28157  -0.020
40 H 15.83710 9.73208 -1.18213  0.254
41 H 16.16737 11.39827 -1.78971  0.413
42 H 16.76336 9.99923 -2.61132  0.424
43 C 5.10068 6.87482 3.42409  -0.721
44 S 4.48462 7.18609 1.66234  0.378
45 O 4.22895 8.68212 1.58709  -0.578
46 C 6.07068 6.77710 0.83259  -0.082
47 H 6.11143 7.27608 3.49800  0.040
48 H 5.08612 5.84824 3.79018  0.336
49 H 4.52117 7.43694 4.15640  0.427
50 H 6.00733 6.93565 -0.24395  0.193
51 H 6.32281 5.72113 0.92988  0.180
52 H 6.89083 7.35152 1.26326  -0.091
53 C 13.27213 4.20988 1.22941  -0.900
54 S 13.35771 5.86876 1.97303  0.690
55 O 13.74338 5.62196 3.46293  -0.685
56 C 14.87246 6.26643 0.94384  -1.089
57 H 12.89808 4.29733 0.20935  0.000
58 H 12.67575 3.54050 1.84937  0.413
59 H 14.24042 3.71383 1.16264  0.513
60 H 15.34231 7.20618 1.23402  0.409
61 H 14.63339 6.49390 -0.09501  0.201
62 H 15.68508 5.54258 0.88233  0.434
63 C 7.09770 11.23165 1.80411  -1.085
64 S 8.57943 10.05465 1.77770  0.841
65 O 9.67958 10.69451 0.91837  -0.476
66 C 9.23009 10.18070 3.52816  -1.331
67 H 7.31478 12.18399 2.28785  0.462
68 H 6.27978 10.66332 2.24696  0.410
69 H 6.80176 11.50566 0.79147  0.202
70 H 9.24628 11.23902 3.78855  0.437
71 H 10.23862 9.81629 3.72354  0.365
72 H 8.56526 9.55847 4.12726  0.419
73 C 6.45184 8.83828 -3.41979  -0.667
74 S 6.82357 9.30270 -1.69191  0.756
75 O 7.74328 10.56309 -1.55230  -0.628
76 C 5.07979 9.83755 -1.39681  -1.320
77 H 6.07431 9.72784 -3.92404  0.577
78 H 5.77293 7.99150 -3.31913  0.598
79 H 7.40916 8.46862 -3.78719  -0.622
80 H 4.66250 10.67200 -1.96043  0.445
81 H 4.91406 9.99270 -0.33071  0.280
82 H 4.34562 9.09711 -1.71436  0.472
83 C 12.79073 9.89669 1.21052  -0.177
84 S 12.78954 11.71496 1.46863  0.358
85 O 12.06466 12.29921 0.27344  -0.493
86 C 14.55666 11.96488 0.99607  -0.462
87 H 13.57058 9.43268 1.81438  0.598
88 H 13.21356 9.80346 0.21020  -0.110
89 H 11.82261 9.43534 1.40543  -0.211
90 H 15.17118 11.52785 1.78314  0.396
91 H 14.83206 13.00447 0.81857  0.417
92 H 14.77276 11.45956 0.05476  -0.292
93 C 10.13674 5.28563 3.11837  -0.528
94 S 8.61590 4.54393 3.88778  0.350
95 O 7.41223 4.60545 2.92605  -0.501
96 C 9.14906 2.80413 3.78344  -0.883
97 H 11.07767 5.00537 3.59188  0.569
98 H 10.10825 6.37167 3.03006  0.239
99 H 10.20191 4.87866 2.10930  -0.183
100 H 9.56365 2.48397 2.82756  0.128
101 H 8.29304 2.17913 4.03781  0.374
102 H 9.93567 2.54883 4.49349  0.424
103 C 7.03089 1.41075 0.05453  -0.846
104 S 6.62650 2.51483 -1.38526  0.397
105 O 7.14223 1.95054 -2.73772  -0.594
106 C 7.93361 3.70886 -0.90222  0.512
107 H 8.08952 1.19077 0.19239  0.199
108 H 6.52248 0.45057 -0.03306  0.430
109 H 6.70860 1.88147 0.98332  0.298
110 H 8.84574 3.19289 -1.20205  -0.511
111 H 7.84392 3.97130 0.15191  0.122
112 H 7.87676 4.56384 -1.57593  -0.051
113 C 12.06445 5.15282 -7.50262  -1.224
114 S 12.13854 5.04932 -5.73053  0.895
115 O 12.05820 3.55986 -5.37236  -0.687
116 C 13.92066 5.61390 -5.51602  -1.190
117 H 11.09683 5.02851 -7.98877  0.348
118 H 12.65894 4.34705 -7.93323  0.425
119 H 12.46927 6.11980 -7.80122  0.358
120 H 14.29997 5.65304 -4.49490  0.297
121 H 13.88417 6.64055 -5.88039  0.353
122 H 14.57198 4.97873 -6.11638  0.508
123 C 13.16313 1.92644 -1.79157  -1.037
124 S 11.38240 1.91108 -1.37410  0.421
125 O 10.99382 2.85702 -0.27212  -0.391
126 C 10.49653 2.30143 -2.95856  -0.464
127 H 13.57958 2.80550 -2.28342  0.225
128 H 13.32499 1.12393 -2.51120  0.466
129 H 13.63806 1.66314 -0.84646  0.376
130 H 10.94289 1.79419 -3.81388  0.555
131 H 10.57223 3.38192 -3.08067  -0.195
132 H 9.47606 1.92326 -2.89754  0.266

=====

(B)
Computed, not measured: a molecular structure, C27H79O13S12Tl, with ωB97M-V/def2-TZVPD.

HOMO-LUMO gap (eV): 2.3
Highest occupied orbital energy (eV): -12.699
Charge: +2
Molecular weight (g mol⁻¹): 1201.1

Last column: Mulliken charge in e.
Geometry (Å):
1 Tl -4.45230 0.20254 -1.46666  1.333
2 C 0.48018 1.32339 0.42179  0.533
3 C -0.39935 0.33631 -0.33225  2.628
4 C -0.46224 -1.03259 0.41625  0.993
5 O -1.64009 0.66516 -0.64533  -0.132
6 H 1.53437 1.05604 0.28338  -0.381
7 H 0.26530 1.43086 1.48625  -0.557
8 H 0.52601 2.31931 -0.03179  -0.072
9 H 0.24940 0.14042 -1.21807  -1.286
10 H -1.03133 -1.82404 -0.06829  -1.048
11 H -0.96987 -0.91632 1.37759  0.086
12 H 0.56527 -1.35593 0.59714  -0.422
13 C -1.11884 2.53941 -3.62267  -0.536
14 S -2.19097 1.55957 -4.72795  0.560
15 O -3.29729 0.99180 -3.87898  -0.609
16 C -2.97277 2.95346 -5.57934  -1.082
17 H -1.85191 2.93713 -2.91239  0.224
18 H -0.56153 3.33901 -4.10711  0.535
19 H -0.40990 1.96155 -3.02746  -0.266
20 H -3.64311 3.55897 -4.97232  0.318
21 H -3.53784 2.49839 -6.39060  0.399
22 H -2.19255 3.59872 -5.98675  0.397
23 C 2.62059 0.55410 -3.08298  1.266
24 S 3.48207 0.48234 -4.70936  0.498
25 O 4.40298 1.66048 -4.75011  -0.586
26 C 2.10058 0.89804 -5.80477  -0.486
27 H 1.70662 -0.05073 -3.11245  -0.470
28 H 2.26421 1.56427 -2.86070  -0.316
29 H 3.30264 0.19607 -2.31625  -0.486
30 H 2.42347 0.72296 -6.82630  0.450
31 H 1.77068 1.91030 -5.57899  0.108
32 H 1.27608 0.20618 -5.60491  0.014
33 C -1.90153 4.35499 0.66667  -0.342
34 S -3.68142 4.27284 0.30192  0.302
35 O -4.07254 2.80955 0.13386  -0.389
36 C -4.24618 4.87311 1.90499  -1.054
37 H -1.70871 5.23078 1.28837  0.559
38 H -1.37891 4.48637 -0.27486  -0.038
39 H -1.61574 3.47505 1.24198  -0.086
40 H -3.78798 4.30596 2.71775  0.249
41 H -5.33080 4.87834 1.97873  0.410
42 H -3.92518 5.90803 2.04023  0.422
43 C 0.22789 -6.72249 0.66466  -0.702
44 S 0.34771 -6.12393 -1.06693  0.348
45 O -1.03004 -6.29609 -1.63764  -0.581
46 C 0.57799 -4.37697 -0.65330  0.244
47 H -0.35763 -5.99632 1.23050  0.021
48 H 1.16696 -6.91666 1.17776  0.329
49 H -0.33385 -7.65634 0.70419  0.443
50 H 0.60856 -3.76979 -1.55732  0.094
51 H 1.53391 -4.20133 -0.15640  0.064
52 H -0.21409 -4.03711 0.01699  -0.179
53 C 1.59146 1.00914 4.46046  -0.886
54 S -0.14502 0.56898 4.66613  0.741
55 O -0.24795 -0.01689 6.05168  -0.704
56 C -0.68312 2.31876 4.67141  -1.034
57 H 1.75308 1.32240 3.43034  -0.028
58 H 2.22439 0.17299 4.74783  0.397
59 H 1.90275 1.83322 5.10425  0.524
60 H -1.73889 2.41270 4.94071  0.390
61 H -0.66321 2.74593 3.66165  0.160
62 H -0.13076 3.00894 5.30762  0.439
63 C -3.97157 -4.36437 -0.61348  -1.134
64 S -3.13501 -3.21635 0.54339  0.927
65 O -3.83953 -1.87376 0.46833  -0.488
66 C -3.64242 -3.94681 2.13947  -1.358
67 H -4.99864 -4.56957 -0.31574  0.517
68 H -3.33029 -5.24429 -0.68224  0.377
69 H -4.02354 -3.89037 -1.59343  0.190
70 H -4.70557 -4.17177 2.07584  0.467
71 H -3.50418 -3.29030 2.99766  0.372
72 H -3.00534 -4.81838 2.29097  0.385
73 C -0.81178 -1.53479 -4.19564  -0.753
74 S -1.58446 -2.37112 -2.77361  0.842
75 O -2.96605 -1.81979 -2.45882  -0.671
76 C -1.80931 -3.92956 -3.66646  -1.345
77 H -1.50509 -1.55986 -5.03020  0.629
78 H 0.12811 -2.06523 -4.33636  0.621
79 H -0.58808 -0.53012 -3.83742  -0.665
80 H -2.47306 -3.91268 -4.53497  0.449
81 H -2.10048 -4.71698 -2.97350  0.264
82 H -0.87840 -4.25407 -4.14251  0.472
83 C -3.78203 0.42087 2.73731  -0.092
84 S -5.56349 0.17330 2.48413  0.354
85 O -5.77904 0.32022 1.00543  -0.505
86 C -6.07159 1.78342 3.14196  -0.514
87 H -3.59031 0.66570 3.78670  0.574
88 H -3.59126 1.36880 2.22801  -0.145
89 H -3.20076 -0.43450 2.41970  -0.255
90 H -5.90652 1.78070 4.22054  0.390
91 H -7.10763 2.01382 2.90629  0.417
92 H -5.47002 2.56282 2.67864  -0.244
93 C 0.87355 -2.61191 3.81196  -0.439
94 S 1.74327 -4.20766 3.70001  0.334
95 O 2.06087 -4.52981 2.25655  -0.495
96 C 3.30855 -3.64370 4.38444  -0.891
97 H 0.87717 -2.17638 4.81295  0.577
98 H -0.15176 -2.65959 3.44800  0.212
99 H 1.42690 -1.90988 3.17731  -0.248
100 H 3.67340 -2.70414 3.96468  0.119
101 H 4.03529 -4.43671 4.21964  0.382
102 H 3.25180 -3.47406 5.46252  0.425
103 C 5.47486 -3.21042 0.45254  -0.839
104 S 4.56754 -2.74924 -1.05840  0.374
105 O 5.19709 -1.54740 -1.72777  -0.587
106 C 3.18825 -2.01094 -0.13164  0.765
107 H 5.55275 -2.40428 1.18492  0.185
108 H 6.48438 -3.53329 0.20315  0.439
109 H 4.95063 -4.03572 0.93849  0.286
110 H 3.62211 -1.08398 0.25001  -0.533
111 H 2.81065 -2.69659 0.62468  0.079
112 H 2.43152 -1.70852 -0.85949  -0.178
113 C 2.42299 5.32727 -3.17849  -1.279
114 S 2.19609 4.30396 -1.74334  0.968
115 O 3.56021 4.05674 -1.16587  -0.700
116 C 1.34789 5.55934 -0.70685  -1.227
117 H 2.78913 4.81175 -4.06558  0.345
118 H 3.18459 6.07920 -2.95959  0.442
119 H 1.47450 5.81246 -3.41669  0.363
120 H 1.08934 5.20614 0.28871  0.288
121 H 0.41705 5.75060 -1.24494  0.357
122 H 1.97065 6.44946 -0.63898  0.526
123 C 4.35774 2.79104 2.54273  -1.041
124 S 4.59100 1.12745 1.87685  0.391
125 O 3.53190 0.15289 2.29365  -0.387
126 C 4.59009 1.37574 0.07424  -0.460
127 H 3.50362 3.36480 2.17931  0.203
128 H 5.23832 3.36036 2.24155  0.471
129 H 4.37378 2.64381 3.62029  0.382
130 H 5.16160 2.26323 -0.19317  0.604
131 H 3.55198 1.49513 -0.23310  -0.275
132 H 5.09625 0.52657 -0.38714  0.265

=====

Stability, lowest: (A)

=====

(A)
Computed, not measured: 2 unconnected molecules or ions with the total composition C3H9NO4, with ωB97M-V/def2-TZVPD.

HOMO-LUMO gap (eV): 10.7
Highest occupied orbital energy (eV): -9.977
Charge: 0
Molecular weight (g mol⁻¹): 123.1
Structure (SMILES): NC(O)(O)O.CC=O

Last column: Mulliken charge in e.
Geometry (Å):
1 N 1.48418 0.99873 -0.87209  -0.592
2 C 1.60823 -0.02828 0.06092  0.708
3 O 2.66066 0.16890 0.89191  -0.500
4 O 1.56500 -1.26305 -0.46365  -0.602
5 O 0.26385 0.11786 1.03619  -0.551
6 H 1.46202 1.90602 -0.42649  0.248
7 H 0.66948 0.86142 -1.45820  0.300
8 H 3.27306 -0.57108 0.80448  0.351
9 H 0.68298 -1.35104 -0.95711  0.406
10 H 0.41853 -0.42327 1.82112  0.250
11 C -2.38676 0.45336 0.05681  -1.033
12 C -1.42874 -0.67231 -0.16223  0.497
13 O -0.86195 -0.86585 -1.24431  -0.692
14 H -2.16824 1.28210 -0.61364  0.259
15 H -3.40332 0.09491 -0.11233  0.349
16 H -2.31266 0.79798 1.08708  0.310
17 H -1.52633 -1.50641 0.55154  0.293

=====

(B)
Computed, not measured: 2 unconnected molecules or ions with the total composition C3H9NO4, with ωB97M-V/def2-TZVPD.

HOMO-LUMO gap (eV): 10.5
Highest occupied orbital energy (eV): -9.846
Charge: 0
Molecular weight (g mol⁻¹): 123.1
Structure (SMILES): O=C(O)O.CNOC

Last column: Mulliken charge in e.
Geometry (Å):
1 O -0.40660 2.00472 -0.16785  -0.691
2 C 0.75281 1.58745 -0.34230  0.839
3 O 1.71088 1.69705 0.61310  -0.467
4 O 1.34834 1.63273 -1.56372  -0.456
5 H 1.33776 2.29099 1.28669  0.359
6 H 0.61129 1.71795 -2.19336  0.358
7 C -2.16536 -0.98595 0.24147  -0.702
8 N -0.94806 -0.54843 0.88672  -0.321
9 O 0.17026 -0.55051 -0.30751  -0.262
10 C 1.31153 -1.34996 -0.00532  -0.623
11 H -2.93724 -1.03201 1.02297  0.336
12 H -2.04875 -1.98533 -0.18257  0.260
13 H -2.50813 -0.28320 -0.52368  0.266
14 H -1.05609 0.44956 1.09043  0.307
15 H 1.10143 -2.38987 -0.26322  0.255
16 H 1.58806 -1.24094 1.04752  0.289
17 H 2.13787 -1.01425 -0.63936  0.253

=====

Stability, lowest: (B)